Entry 1:
{
  "formula": "C3H3NO",
  "method": "ωB97M-V/def2-TZVPD",
  "smiles": "C=C=CN=O",
  "homo_ev": -9.2,
  "homo_lumo_gap_ev": 8.72,
  "species": ["O", "N", "C", "C", "C", "H", "H", "H"],
  "positions_angstrom": [[0.546, 1.545, 1.158], [1.324, 1.360, 0.264], [-0.148, -0.366, -0.408], [0.962, 0.276, -0.672], [-1.175, -0.822, 0.255], [1.656, 0.114, -1.487], [-0.977, -1.632, 0.949], [-2.186, -0.431, 0.147]],
  "atomic_forces_ev_per_a": [[0.4, 0.1, -0.2], [0.0, -0.1, 0.1], [-0.2, -0.2, 0.4], [-0.3, 0.0, 0.1], [0.3, 0.1, -0.4], [-0.2, 0.1, 0.1], [-0.2, 0.0, 0.1], [0.2, -0.2, -0.1]]
}

Entry 2:
{
  "formula": "C3H2F2O",
  "method": "ωB97M-V/def2-TZVPD",
  "smiles": "O=C/C(F)=C\\F",
  "homo_ev": -10.6,
  "homo_lumo_gap_ev": 10.56,
  "species": ["F", "F", "O", "C", "C", "C", "H", "H"],
  "positions_angstrom": [[1.271, -0.569, 1.222], [-0.053, 1.113, -1.577], [-1.364, -1.413, 1.266], [0.780, 0.624, -0.655], [-1.047, -0.575, 0.436], [0.388, -0.123, 0.317], [-1.763, -0.081, -0.242], [1.789, 1.024, -0.768]],
  "atomic_forces_ev_per_a": [[-0.3, 0.1, -0.2], [-0.3, -0.2, -0.1], [0.2, 1.2, -1.3], [1.7, 2.3, -1.7], [0.6, -1.1, 1.6], [-1.8, -1.8, 1.5], [0.1, -0.2, 0.0], [-0.2, -0.3, 0.0]]
}